# BrH2OPS

A 2-piece molecular cluster, BrH2OPS overall (ωB97M-V with the def2-TZVPD basis set, OMol25).

```
! RIJCOSX wB97M-V def2-TZVPD def2/J DEFGRID3
* xyz 0 1
P -0.361 0.038 0.892
O 0.947 -1.371 -0.599
Br -2.381 -0.399 -0.076
S 0.232 1.748 -0.125
H 1.316 1.982 0.624
H 0.248 -1.998 -0.717
*
```

Calculated values
HOMO-LUMO gap (spin up / spin down)   8.4 / 8.4 eV
LUMO energy (spin up / spin down)   -1.31 / -1.31 eV
Energy relative to the best compared isomer or geometry (same formula, charge and spin)   232.0 kJ/mol
Energy   -3389.94519 hartree
Highest occupied orbital energy (spin up / spin down)   -9.691 / -9.688 eV
M   160.960 g mol⁻¹
Max |F|   0.0737 Eh/bohr

Here are the Mulliken charges for atoms 1 to 2, given in e: 0.430, -0.657